Density functional theory data (ωB97M-V/def2-TZVPD) for 3 unconnected molecules or ions with the total composition C27H48ClFN2O11S3.

Cartesian coordinates (Å):
C 0.898 -4.317 2.778
C 1.275 -4.154 1.284
C 2.036 -5.413 0.795
C 2.060 -2.835 1.012
C 1.608 -2.111 -0.293
C 1.951 -3.032 -1.486
C 2.255 -2.336 -2.831
C 3.093 -1.053 -2.738
O 1.068 -2.116 -3.621
O 0.206 -1.867 -0.109
C -0.365 -1.086 -1.134
C -1.440 -1.937 -1.824
C -2.207 -1.203 -2.941
C -3.410 -2.081 -3.377
S -5.009 -1.203 -3.390
C -5.683 -1.337 -1.732
S -5.390 -0.125 -0.683
N -6.479 -2.424 -1.328
C -7.663 -2.245 -0.661
C -8.135 -3.497 -0.390
N -7.242 -4.410 -0.912
C -6.267 -3.783 -1.462
C -1.093 0.146 -0.429
O -0.806 0.161 0.945
C -1.929 0.041 1.774
Cl -2.211 1.642 2.564
C -1.561 -1.011 2.844
C -0.307 -0.661 3.628
F -2.661 -1.064 3.702
S -0.321 1.648 -1.146
C -1.177 3.142 -0.685
O 1.029 1.659 -0.631
O -0.333 1.584 -2.590
H -0.024 -4.907 2.873
H 0.667 -3.334 3.210
H 1.702 -4.812 3.336
H 0.324 -4.170 0.730
H 1.534 -6.316 1.170
H 1.990 -5.501 -0.298
H 3.092 -5.386 1.091
H 3.096 -3.150 0.810
H 2.060 -2.162 1.875
H 2.144 -1.152 -0.289
H 2.818 -3.659 -1.260
H 1.085 -3.693 -1.639
H 2.856 -3.051 -3.421
H 2.590 -0.249 -2.184
H 3.323 -0.721 -3.759
H 4.031 -1.266 -2.209
H 1.244 -1.322 -4.140
H 0.363 -0.645 -1.821
H -0.937 -2.820 -2.233
H -2.143 -2.266 -1.040
H -1.518 -1.150 -3.796
H -2.474 -0.170 -2.698
H -3.230 -2.465 -4.386
H -3.487 -2.937 -2.696
H -8.133 -1.313 -0.385
H -9.035 -3.758 0.147
H -5.386 -4.167 -1.959
H -2.165 0.186 -0.665
H -2.825 -0.328 1.263
H -1.416 -1.994 2.375
H -0.274 0.370 3.988
H 0.571 -0.856 3.000
H -0.233 -1.349 4.481
H -2.100 3.209 -1.273
H -1.368 3.233 0.386
H -0.541 3.970 -1.026
C 2.317 6.924 1.690
O 1.479 8.083 1.704
C 0.325 7.933 1.056
O -0.041 6.936 0.489
O -0.354 9.077 1.145
C -1.622 9.059 0.490
H 3.217 7.172 2.245
H 1.822 6.086 2.178
H 2.593 6.661 0.670
H -2.273 8.306 0.932
H -1.501 8.881 -0.577
H -2.070 10.039 0.634
C 7.457 1.973 0.831
O 6.275 2.615 1.308
C 5.176 1.857 1.240
O 5.124 0.728 0.823
O 4.155 2.567 1.711
C 2.902 1.870 1.695
H 8.272 2.684 0.938
H 7.681 1.088 1.424
H 7.355 1.711 -0.221
H 2.950 0.982 2.325
H 2.621 1.605 0.681
H 2.149 2.543 2.098

## Properties
Orbital gap: 7.579 eV
LUMO energy: -1.35 eV
Structure (SMILES): CC(C)C[C@@H](C[C@H](C)O)O[C@@H](CCCSC(=S)n1ccnc1)[C@@H](O[C@H](Cl)[C@@H](C)F)S(C)(=O)=O.COC(=O)OC.COC(=O)OC
Multiplicity: 1
Charge: 0
Largest force on an atom: 0.038 hartree/bohr
Highest occupied orbital energy: -8.93 eV
E_tot: -102023.6846 eV

Atomic partial charges in e from the Löwdin method, atoms 1 to 2:
1. C -0.067
2. C -0.397